1.
Here is a cluster of 2 separate species, C4H10N2OS in total from the Open Molecules 2025 dataset. Energies are from ωB97M-V with the def2-TZVPD basis set.

## Properties
E (Eh): -741.10088
Spin multiplicity: 1
Strongest force on any atom (Eh/bohr): 0.0622

```
18
Properties=species:S:1:pos:R:3:forces:R:3
C -1.951895 -0.965403 0.428590 -1.767 -1.176 -2.155
C -2.484655 0.491341 0.176780 -2.942 -1.162 -0.471
C -1.488228 -0.129590 -0.665771 1.232 0.007 -1.806
C 1.646640 -1.480374 -0.367523 -1.447 1.055 -1.697
N 2.122926 -0.116168 -0.316419 1.114 -0.736 -1.176
N 2.300517 2.313542 0.219498 -0.870 -1.029 -0.303
O 0.768263 0.726395 1.602295 -1.067 0.316 1.167
S 1.133324 0.975458 0.231773 1.689 0.480 0.080
H -1.545869 -0.968770 1.361278 2.038 -0.162 2.259
H -2.463030 -1.991494 0.243154 0.288 2.134 -0.017
H -3.592102 0.530543 -0.060178 1.413 0.172 -0.468
H -2.289487 1.215014 0.944411 0.673 0.114 0.296
H -1.218073 -0.240801 -1.790947 -0.881 0.161 2.364
H 0.588933 -1.269090 -0.619348 -0.123 -0.848 -0.133
H 1.556005 -2.021702 0.546532 0.490 -0.338 0.909
H 2.040147 -2.073665 -1.225308 0.243 0.542 0.940
H 1.828380 3.025952 -0.319583 -0.105 0.495 0.018
H 3.048211 1.978817 -0.389229 0.021 -0.027 0.193
```
Forces are in eV/Å.

=====

2.
Here is a cluster of 2 separate species, C4H10N2OS in total from the Open Molecules 2025 dataset. Energies are from ωB97M-V with the def2-TZVPD basis set.

## Properties
E (Eh): -741.11561
Spin multiplicity: 1
Strongest force on any atom (Eh/bohr): 0.1397

```
18
Properties=species:S:1:pos:R:3:forces:R:3
C 2.723016 1.671704 0.080415 -1.326 0.519 -0.049
C 2.249116 -0.507792 -0.525172 -2.028 -3.722 0.280
C 1.066143 -1.542866 -0.241047 2.303 -0.040 -0.456
C -0.820550 -0.693821 0.654574 1.108 -1.817 1.321
H 1.844561 2.326285 -0.614417 2.743 -2.385 1.320
H 3.926955 1.644707 -0.467631 -3.866 0.265 2.012
H 2.461462 2.071346 1.090624 1.829 1.147 -0.843
H 2.024865 -0.090344 -1.543770 0.808 -0.179 0.950
H 3.093751 -1.179185 -0.329423 0.669 0.284 -1.356
H 1.354394 -2.334584 -0.951804 -1.067 0.050 -0.196
H 1.254170 -2.034092 0.773470 -0.508 0.881 -0.862
H -0.421578 -1.314948 1.628242 -1.292 1.946 -1.955
H -2.596345 -0.115043 2.080396 2.394 1.034 -5.005
H -2.161305 1.749289 -0.964190 -0.838 -1.694 1.207
N -0.177503 -0.859073 -0.446070 -1.007 0.027 1.867
N -1.980648 0.097381 0.808944 0.869 -2.432 6.706
O 2.245198 0.344376 0.528623 0.757 3.541 -1.326
S -2.808863 0.518128 -0.455201 -1.548 2.575 -3.615
```
Forces are in eV/Å.

=====

3.
Here is a cluster of 2 separate species, C4H10N2OS in total from the Open Molecules 2025 dataset. Energies are from ωB97M-V with the def2-TZVPD basis set.

## Properties
E (Eh): -741.17637
Spin multiplicity: 1
Strongest force on any atom (Eh/bohr): 0.1042

```
18
Properties=species:S:1:pos:R:3:forces:R:3
C -0.167920 2.225216 -0.365299 -1.435 0.731 -0.399
C -0.030660 1.350659 0.853270 1.020 -4.132 -2.364
C -1.122859 0.189440 0.904463 0.850 0.661 0.223
C -0.640664 -1.094478 0.076209 -4.016 -0.279 0.806
N 1.277661 -2.869694 -0.839284 -2.065 1.637 3.645
N 0.621775 -1.458209 0.421230 4.970 -1.506 -1.322
O 2.530882 -2.500124 -2.854097 0.430 0.058 -0.922
S 1.846360 -1.841475 -1.775330 0.357 0.508 -0.060
H 0.031460 1.830034 -1.376733 0.537 -0.161 0.695
H -1.221453 2.564430 -0.475522 0.362 -0.049 0.294
H 0.387686 3.122303 -0.140144 0.431 0.372 -0.614
H 0.933771 0.729476 0.754999 -1.021 1.216 0.197
H 0.126121 1.936412 1.696580 -0.461 0.886 1.773
H -1.245623 -0.156674 1.958459 -0.317 0.428 -0.744
H -2.068722 0.615973 0.449911 0.804 -0.942 0.730
H -0.747156 -0.862846 -0.973094 0.265 0.049 -0.400
H -1.328257 -1.951552 0.316727 -0.196 0.926 -0.449
H 0.817599 -1.828889 1.367657 -0.515 -0.403 -1.092
```
Forces are in eV/Å.